DFT (ωB97M-V/def2-TZVPD) results for a structure of composition C24H21ClCoN2OSe3SiTe.

Calculated values
**2S+1**: 1
**Total charge**: -1
**Lowest unoccupied orbital energy**: 1.4 eV
**HOMO energy**: -3.74 eV
**Orbital gap**: 0.19043 Ha

Last column: Löwdin charge in e.
Cartesian coordinates (Å):
Co 0.522 1.108 0.455  -0.164
Cl 1.397 -1.121 -6.362  0.611
C 1.466 -0.653 -4.681  -0.679
C 2.690 -0.763 -3.991  -0.095
C 2.776 -0.404 -2.679  0.022
C 1.641 0.089 -1.967  -0.335
O 1.788 0.390 -0.739  -0.244
C 0.411 0.183 -2.682  -0.131
C -0.791 0.628 -2.068  -0.050
N -0.924 0.964 -0.826  0.031
C -2.142 1.457 -0.328  -0.168
C -3.339 1.558 -0.998  -0.002
C -4.469 2.097 -0.358  -0.072
C -4.414 2.510 0.944  -0.034
C -3.208 2.399 1.665  -0.155
C -3.075 2.782 3.019  -0.004
C -1.872 2.621 3.636  -0.035
C -0.793 2.087 2.910  -0.171
N -0.873 1.740 1.649  -0.034
C -2.073 1.888 1.017  -0.176
C 0.356 -0.188 -4.046  -0.076
H 3.559 -1.135 -4.518  0.102
H 3.703 -0.472 -2.124  0.120
H -1.653 0.702 -2.729  0.121
H -3.433 1.239 -2.026  0.101
H -5.394 2.177 -0.913  0.102
H -5.287 2.922 1.436  0.110
H -3.928 3.195 3.543  0.117
H -1.717 2.903 4.667  0.110
H 0.166 1.956 3.392  0.069
H -0.583 -0.105 -4.581  0.109
Se -0.275 4.939 0.776  -0.202
Se 1.219 3.517 -0.256  -0.052
Te 2.422 2.318 1.659  0.504
Se 4.586 1.511 0.932  -0.278
C -0.874 -1.342 2.428  -0.203
Si 0.782 -0.809 1.660  0.579
C 2.042 -0.923 3.060  -0.249
C 1.174 -2.193 0.429  -0.266
C 2.350 -2.940 0.464  -0.087
C 2.617 -3.914 -0.492  -0.096
C 1.706 -4.162 -1.507  -0.107
C 0.527 -3.430 -1.562  -0.093
C 0.271 -2.461 -0.604  -0.116
H -0.768 -2.323 2.899  0.027
H -1.642 -1.424 1.654  0.019
H -1.234 -0.643 3.186  0.010
H 1.990 -1.925 3.498  0.029
H 1.820 -0.200 3.849  0.014
H 3.061 -0.735 2.716  -0.009
H 3.086 -2.745 1.235  0.096
H 3.545 -4.472 -0.448  0.095
H 1.917 -4.913 -2.259  0.093
H -0.185 -3.605 -2.361  0.099
H -0.643 -1.879 -0.674  0.093